{
  "formula": "C4H9F2NO",
  "method": "the ωB97M-V functional and the def2-TZVPD basis",
  "elements": ["C", "C", "C", "C", "N", "O", "F", "F", "H", "H", "H", "H", "H", "H", "H", "H", "H"],
  "xyz": [[0.164, 1.014, -2.656], [-0.599, 0.588, 2.245], [0.363, 0.116, -1.362], [0.158, 0.171, 0.957], [-0.457, -2.020, 0.994], [-0.258, 0.669, -0.212], [0.586, -2.730, 0.388], [-0.387, -2.247, 2.370], [-0.873, 1.068, -2.964], [0.519, 2.079, -2.540], [0.645, 0.428, -3.280], [-1.616, 0.156, 2.298], [-0.623, 1.613, 2.277], [-0.074, 0.207, 3.122], [1.447, -0.065, -1.145], [-0.198, -0.832, -1.457], [1.204, -0.218, 0.963]],
  "forces_ev_per_angstrom": [[-1.86, 2.20, 4.95], [0.77, -2.91, -1.21], [-0.38, 0.26, -0.89], [-0.94, -2.32, 0.18], [-0.88, 2.71, -0.91], [0.07, 0.42, 2.10], [0.48, -0.06, 0.72], [0.76, -0.48, 0.06], [-0.29, -0.14, 0.18], [0.08, -1.40, -0.17], [2.66, -2.04, -3.87], [0.49, 0.30, -0.44], [-0.25, 2.59, 0.14], [0.12, 0.04, -0.23], [-0.84, 0.09, -0.30], [0.78, 0.14, -0.53], [-0.76, 0.58, 0.24]],
  "lowdin_charge": [-0.031, -0.029, -0.205, -0.137, -0.037, -0.083, -0.138, -0.134, 0.074, 0.102, 0.007, 0.097, 0.045, 0.079, 0.133, 0.124, 0.133],
  "spin_multiplicity": 1,
  "molar_mass_g_mol": 125.12,
  "relative_energy_kcal_mol": 170.0,
  "e_lumo_ev": [0.533, 0.532],
  "charge": 0
}